Entry 1:
Formula: C27H31Cl48FIN2O3
Source: OMol25
Level of theory: ωB97M-V/def2-TZVPD

Atoms and positions in Å:
Cl  3.14877  -1.96571  3.04323
Cl  5.10141  1.36485  4.04137
O  -0.46134  -2.14307  -4.92202
C  -0.91607  -1.06792  -2.54057
Cl  3.53959  4.72687  6.25272
Cl  -5.96233  2.05426  5.45073
C  -1.89828  -0.91740  -3.46487
Cl  4.92384  -8.62318  -8.28502
Cl  -4.79218  9.77655  1.03142
H  -3.57053  2.67006  -0.21272
Cl  2.89001  -1.35090  5.90191
H  -3.03279  3.67349  1.46573
Cl  -3.70440  3.48811  4.28689
Cl  9.56473  -2.94026  0.46379
Cl  3.06604  -4.20342  0.90833
C  -3.00785  -0.13822  -3.15250
Cl  2.88999  5.17772  3.46279
N  -2.05000  0.32282  -1.04851
Cl  1.52114  -3.65074  -1.53082
C  -1.92706  7.50824  -2.58405
H  -10.13072  -1.16941  -2.48198
Cl  8.77760  -1.56415  3.38459
C  -1.70936  -1.61520  -4.77844
Cl  3.02000  -4.09778  4.98768
C  -4.40276  2.82501  5.76983
N  -0.44356  2.61015  -1.47481
F  -3.64123  0.88682  -5.14955
H  -4.54526  1.83005  -6.82862
H  -2.01810  8.53202  -2.92206
C  -4.12562  0.05044  -4.15527
Cl  11.22127  -0.83555  6.08987
Cl  -0.30109  6.93888  -2.96701
C  4.18790  4.88704  4.62243
O  -2.23515  3.21563  1.19443
H  -2.41712  3.07483  -2.08611
C  -9.20140  -0.68477  -2.74781
Cl  0.40882  -9.04634  -3.18470
C  -5.38281  0.65714  -3.60478
H  -0.55336  1.89677  -2.18577
H  0.12527  3.30175  -1.94598
H  -3.87414  1.05094  -1.67941
Cl  -2.20531  7.47328  -0.84484
H  -1.39514  0.97044  0.88519
H  -3.72839  2.07233  6.14500
Cl  -6.30875  11.05155  -1.09020
H  -6.77921  9.05498  0.02909
Cl  -8.23156  -0.51249  -1.28015
C  2.42238  -4.86512  -0.60169
H  9.61179  -3.79496  -1.71445
Cl  1.40311  -6.25380  -0.28064
Cl  2.43619  -9.34411  -6.97672
H  -5.19743  1.54921  -3.01634
Cl  7.95319  -2.14858  -1.81458
Cl  5.40183  6.16188  4.54694
C  8.82467  -3.47498  -1.04587
H  -3.08969  0.64543  0.69665
Cl  -4.76056  2.87458  -8.90889
H  2.10841  -8.66826  -4.75024
C  -1.00882  -0.44000  -1.33754
Cl  -4.56815  4.07020  6.99509
C  -5.87474  9.51912  -0.33887
Cl  -5.51357  3.89063  -6.29431
Cl  3.28084  -9.11488  -2.77550
Cl  6.92864  -2.95860  5.13545
Cl  -3.77848  0.94579  11.02976
Cl  7.66316  2.29812  5.01542
H  -1.64731  4.23655  -1.03893
H  4.66004  3.95146  4.35880
C  -5.30455  2.44671  -7.28984
Cl  12.87738  0.53265  4.14061
Cl  6.43615  -2.86089  2.27414
Cl  6.01386  0.57448  6.66047
H  8.23905  -3.84122  3.40483
H  -2.36021  -0.10045  9.49614
C  4.11200  -9.82366  -7.28615
Cl  -5.02681  -0.75974  0.40152
C  -2.50309  2.55482  -0.02154
Cl  -3.13742  6.53585  -3.43425
H  -0.05189  -1.66384  -2.74758
H  4.64194  -2.42041  4.79733
H  -4.35107  -0.91043  -4.59049
Cl  -5.84240  -0.17230  3.13688
H  -4.97515  -2.16671  2.29088
Cl  -4.11675  0.68573  8.16044
C  6.51685  0.96318  5.02006
H  13.48434  -1.18218  5.61036
H  -6.03392  0.95898  -4.41399
C  -1.77920  3.17705  -1.20565
H  -0.06253  -1.71056  -5.68897
Cl  12.39367  -2.31581  3.87852
Cl  1.98947  -6.64289  -3.57630
H  7.00094  0.09752  4.58784
C  -5.67449  -1.42968  1.92012
H  3.25492  -5.19368  -1.21041
H  4.09537  -10.76005  -7.82647
C  -2.94948  0.80592  9.48571
C  1.96626  -8.40537  -3.70859
C  12.60935  -0.97675  5.00953
C  -3.03475  0.44497  -1.94847
I  0.53250  -0.74369  0.03120
Cl  -7.20861  -2.22553  1.60560
C  3.56177  -2.44869  4.69976
Cl  -8.36872  -1.70220  -3.92667
Cl  -5.13677  8.42828  -1.51476
Cl  4.97775  -10.07179  -5.77163
C  7.67282  -2.92763  3.53020
C  -2.22118  1.06659  0.19999
O  -2.53804  -1.71094  -5.62440
Cl  -1.86243  2.16975  9.22663
Cl  -6.80038  1.51323  -7.35263
Cl  7.75133  -4.84814  -0.76464
Cl  -9.57419  0.89211  -3.43759
H  -5.94984  -0.04306  -3.00474

Properties
highest occupied orbital energy = -12.17 eV
total charge = +1

***

Entry 2:
Formula: C27H31ClLuN4O8
Source: OMol25
Level of theory: ωB97M-V/def2-TZVPD

Atoms and positions in Å:
H  2.70203  4.24921  -0.64166
H  0.23385  4.37845  -3.07398
H  -4.71253  0.51049  -0.85626
H  2.22319  5.08299  -2.12844
H  -0.63297  -1.04614  -3.29928
C  3.22354  1.97348  2.58334
C  -3.49820  -0.70400  1.10178
C  0.12518  -2.68443  1.39083
H  -1.73376  3.81619  -4.14558
H  0.29927  -7.43145  3.82979
C  -1.74668  2.74345  -3.92299
H  -1.79956  2.20559  -4.87723
N  2.03246  0.54174  1.14660
C  2.56489  4.12439  -1.72373
H  3.67733  -0.47781  3.97711
C  -2.20056  -0.28634  -2.13620
O  -2.07807  -7.35133  4.46963
O  0.75734  -2.35703  0.32499
H  2.20439  -4.42593  1.34428
C  -1.17413  -0.08932  -3.21017
H  -2.68077  2.52200  -3.38989
O  -3.18413  -5.59556  3.73556
C  0.41992  3.34188  -2.78944
C  0.26048  -6.48664  3.29236
C  1.88157  1.69015  -1.83380
O  2.69833  -7.72079  3.46199
H  2.96821  -1.46585  2.67260
C  -3.32798  -1.12433  -0.35074
C  3.09021  1.28189  -1.02630
C  -0.94073  -5.76220  3.25185
C  2.84465  1.32527  0.45029
N  2.65400  -6.69235  2.75266
H  4.36237  -0.39575  2.33998
C  -0.97918  -4.50418  2.62209
C  1.59348  3.03682  -2.09125
O  3.64846  -6.21232  2.17195
H  1.42014  -0.34143  -2.43724
C  1.34335  -4.79800  1.90490
H  3.36049  0.23807  -1.26051
N  -2.13514  -6.26680  3.85349
H  0.79737  -0.35609  3.53470
C  -4.29676  -0.41097  -1.28914
H  3.55715  3.91932  -2.14322
C  3.43082  -0.50070  2.90892
O  -3.46303  -0.03587  -2.44840
H  -3.44552  -2.93952  -1.52322
C  1.29218  0.62814  3.53372
H  -4.54173  -0.86683  1.40277
O  3.53227  2.20842  1.15816
Cl  -1.07885  1.98511  1.12005
N  -1.98919  -0.71162  -0.89917
H  -4.48811  -2.92111  -0.08586
C  -0.20098  1.02198  -2.89747
C  -3.50186  -2.63806  -0.47174
H  -1.70860  0.10359  -4.14968
C  -0.50764  2.36203  -3.16266
H  0.56496  1.39402  3.24133
H  2.60807  2.81205  2.94001
H  -2.84496  -1.29952  1.75625
H  4.17744  1.96872  3.12035
H  -5.11167  -1.03641  -1.67032
C  0.16991  -4.04461  1.96795
H  -2.72936  -3.15974  0.10341
C  1.07041  0.69304  -2.40028
H  -1.87850  -3.89218  2.64555
H  -3.24590  0.35457  1.21446
O  -0.60311  -1.77865  1.99737
H  1.65219  0.83919  4.54977
C  1.39836  -6.01514  2.61483
H  3.95632  1.92527  -1.23469
Lu  -0.15836  -0.22011  0.56400
C  2.47635  0.64360  2.57873

Properties
highest occupied orbital energy (alpha / beta) = -0.64 / -0.63 eV
total charge = -1

***

no.,total energy (eV)
1,-649511.3994
2,-96985.0297